{"formula": "C3H8N4O", "method": "ωB97M-V with the def2-TZVPD basis set", "species": ["C", "C", "C", "H", "H", "H", "H", "H", "H", "H", "H", "N", "N", "N", "N", "O"], "xyz": [[0.442846, 0.368343, 0.565269], [-1.176746, 1.119964, -0.702896], [-0.054326, 0.528336, -1.684415], [1.537877, -1.784880, 2.471056], [1.647878, -1.994716, 0.930137], [-0.904745, 1.538594, 1.343402], [-1.989554, 0.287315, -0.297047], [-1.679137, 2.081873, -1.230932], [-0.299110, -0.120337, -2.383846], [0.515810, 1.493872, -1.982775], [-0.465119, -1.482124, 0.757651], [1.546223, -1.318608, 1.651289], [0.722462, -0.311541, 1.561186], [-0.352338, 1.482406, 0.409039], [0.632893, -0.291154, -0.754955], [-0.124915, -1.597344, -0.652162]], "atomic_forces_ev_per_a": [[0.796, -2.467, -4.081], [-3.264, 0.340, -2.467], [-0.467, 4.571, 4.236], [-0.289, -1.097, 3.452], [-0.123, -0.010, -1.400], [1.239, 0.465, -2.173], [1.737, 2.076, -1.659], [0.801, -2.328, 1.543], [-1.730, -2.114, -3.960], [-0.419, -2.062, 0.171], [0.921, -0.165, -5.082], [2.398, -0.528, -2.357], [-1.672, 1.896, 3.588], [-0.905, 0.265, 3.407], [1.125, -0.662, 2.193], [-0.149, 1.820, 4.589]], "multiplicity": 1, "orbital_gap_ev": 8.803, "de_lowest_kcal_mol": 187.90, "lumo_energy_ev": 0.318, "homo_energy_ev": -8.48, "largest_force_ha_per_bohr": 0.1215}

=====

{"formula": "C4H12N2O", "method": "ωB97M-V with the def2-TZVPD basis set", "species": ["C", "N", "C", "O", "C", "N", "C", "H", "H", "H", "H", "H", "H", "H", "H", "H", "H", "H", "H"], "xyz": [[-1.100490, 0.267543, -1.013558], [-1.693955, -0.817085, -0.221611], [-1.443410, -1.173220, 1.133701], [-0.511665, -0.450237, 1.800704], [0.434231, 0.268484, -1.189345], [1.202370, -0.006545, -0.012004], [2.141267, 1.055072, 0.446626], [-1.531288, 0.116562, -2.013060], [-1.436638, 1.171233, -0.512278], [-2.651649, -0.904452, -0.489752], [-1.150799, -2.245683, 1.118373], [-2.407842, -1.140542, 1.666339], [0.192892, -0.175489, 1.152611], [0.643443, 1.282408, -1.523325], [0.681206, -0.366084, -2.048261], [1.558994, -0.933819, 0.051258], [1.576953, 1.875034, 0.872446], [2.808742, 0.677442, 1.186937], [2.687641, 1.499372, -0.405801]], "atomic_forces_ev_per_a": [[0.559, -1.369, -0.183], [0.233, 1.139, 0.016], [0.359, 0.138, 0.575], [-1.042, -0.072, 0.526], [-0.276, 0.203, -0.634], [0.176, 0.968, 0.772], [-0.551, 0.248, -1.446], [-0.118, 0.655, 0.329], [-0.197, 0.442, -0.004], [-0.799, -0.894, -0.311], [-0.233, -0.288, -0.145], [-0.018, -0.110, -0.069], [0.767, 0.168, -0.315], [0.142, 0.110, -0.081], [0.044, -0.145, 0.288], [0.666, -0.485, -0.352], [-0.248, 0.078, 0.269], [0.468, -0.341, 0.395], [0.067, -0.447, 0.371]], "multiplicity": 2, "orbital_gap_ev": [10.592, 6.123], "de_lowest_kcal_mol": 31.21, "lumo_energy_ev": [-3.175, -7.595], "homo_energy_ev": [-13.77, -13.72], "total_charge": 1, "largest_force_ha_per_bohr": 0.0305}

=====

Question: Which of these has the highest multiplicity?
Answer: C4H12N2O